Density functional theory data (ωB97M-V/def2-TZVPD) for a structure of composition C46H70GeN7P3SeV at a distorted geometry.

HOMO level (alpha / beta) = -9.44 / -9.32 eV
LUMO level (alpha / beta) = -2.69 / -2.43 eV
Multiplicity = 3
HOMO-LUMO gap (alpha / beta) = 6.752 / 6.886 eV
Net charge = +1

Last column: Mulliken spin population.
Cartesian coordinates (Å):
V1 0.52049 0.13559 -1.06877  1.85
C1 -2.59114 4.21241 -1.54921  0.00
C2 -1.38358 3.36951 -1.96585  0.00
C3 -1.45656 3.07442 -3.46527  0.00
P1 -1.15751 1.86284 -0.89236  -0.03
C4 -2.85802 1.17708 -0.80570  0.04
N1 -2.90151 0.02879 0.05303  -0.04
Ge1 -1.26507 -0.97713 0.45695  -0.04
N2 -1.44185 -2.84426 -0.16937  -0.01
C5 -0.65415 -3.28156 -1.28739  0.00
P2 -0.25465 -1.80818 -2.30312  -0.03
C6 -1.83648 -1.63035 -3.27353  0.03
C7 -1.83119 -0.35742 -4.11950  -0.01
C8 -2.24102 -2.81941 -4.14252  0.00
C9 1.10767 -2.41633 -3.40823  -0.05
C10 2.44128 -2.23694 -2.66628  0.05
C11 0.97355 -3.87220 -3.85566  0.00
C12 -1.75504 -3.78299 0.79101  0.00
C13 -1.39227 -5.12990 0.76072  0.00
C14 -1.72633 -5.96079 1.82269  0.00
C15 -2.40510 -5.46901 2.92555  0.00
C16 -2.79451 -4.13449 2.95250  0.00
C17 -2.48873 -3.31319 1.88748  0.00
N3 -2.89023 -1.93143 1.75944  0.00
C18 -4.11296 -1.75759 1.00567  0.00
C19 -5.23042 -2.55666 1.13214  0.00
C20 -6.38132 -2.25051 0.41535  0.00
C21 -6.39331 -1.13832 -0.40952  0.00
C22 -5.26333 -0.34459 -0.55754  0.00
C23 -4.09493 -0.65796 0.13928  0.00
C24 -2.85984 -1.20592 3.00543  0.00
C25 -3.93083 -1.04618 3.85986  0.00
C26 -3.75227 -0.38827 5.07169  0.00
C27 -2.49697 0.08802 5.41055  0.00
C28 -1.42407 -0.04319 4.53881  0.00
C29 -1.59609 -0.67992 3.30709  0.00
N4 -0.61984 -0.83665 2.34372  -0.03
C30 0.65365 -0.22733 2.62474  0.03
P3 1.80977 -0.37465 1.19938  0.06
C31 2.61152 -2.04370 1.45868  -0.02
C32 3.40615 -2.25387 2.74650  0.00
C33 1.52499 -3.11785 1.35145  -0.01
C34 3.13159 0.85719 1.65992  -0.04
C35 3.41996 1.06876 3.14620  0.00
C36 4.39533 0.51964 0.86425  0.01
C37 -0.81970 2.56527 0.82404  0.03
C38 -0.10459 3.91937 0.80382  0.00
C39 -2.02179 2.60990 1.76850  0.01
H1 -2.51475 5.19447 -2.01847  0.00
H2 -2.66431 4.35886 -0.47242  0.00
H3 -3.51820 3.75521 -1.89704  0.00
H4 -0.46527 3.93612 -1.78903  0.00
H5 -2.36580 2.52686 -3.71721  0.00
H6 -0.59215 2.51615 -3.81749  0.00
H7 -1.48549 4.02007 -4.00946  0.00
H8 -3.15307 0.94753 -1.84297  0.01
H9 -3.52786 1.96050 -0.43482  0.00
H10 -1.21787 -3.99061 -1.89934  0.00
H11 0.27800 -3.78954 -0.99736  0.01
H12 -2.57636 -1.52146 -2.46940  0.01
H13 -1.14502 -0.45003 -4.96452  0.00
H14 -1.52008 0.49498 -3.52601  0.02
H15 -2.82885 -0.16561 -4.51863  0.00
H16 -1.59144 -2.91004 -5.01347  0.00
H17 -3.25512 -2.64792 -4.50709  0.00
H18 -2.25245 -3.76644 -3.60617  0.00
H19 1.08796 -1.76037 -4.28352  -0.01
H20 2.45451 -2.84667 -1.75692  0.00
H21 2.62849 -1.19595 -2.39762  -0.01
H22 3.26746 -2.56573 -3.29806  0.00
H23 1.10689 -4.55398 -3.01436  0.00
H24 1.75633 -4.09006 -4.58392  0.00
H25 0.01468 -4.08410 -4.32171  0.00
H26 -0.85676 -5.53962 -0.08573  0.00
H27 -1.44159 -7.00456 1.78751  0.00
H28 -2.64478 -6.11783 3.75672  0.00
H29 -3.33495 -3.74071 3.80384  0.00
H30 -5.20370 -3.41857 1.78659  0.00
H31 -7.26043 -2.87241 0.51339  0.00
H32 -7.29287 -0.88273 -0.95493  0.00
H33 -5.29990 0.51449 -1.21433  0.00
H34 -4.90614 -1.42946 3.59003  0.00
H35 -4.58654 -0.26132 5.74783  0.00
H36 -2.34351 0.57918 6.36303  0.00
H37 -0.45648 0.34519 4.82786  0.00
H38 1.11815 -0.70816 3.49251  0.00
H39 0.55561 0.84343 2.86647  0.02
H40 3.29475 -2.15098 0.60898  0.00
H41 2.80407 -2.03844 3.62965  0.00
H42 4.32123 -1.66764 2.79003  0.00
H43 3.68949 -3.30636 2.80303  0.00
H44 0.87950 -3.10856 2.23081  0.00
H45 1.97479 -4.10877 1.27269  0.00
H46 0.89503 -2.94901 0.48033  0.02
H47 2.73434 1.79923 1.27905  0.01
H48 3.75233 0.16391 3.64850  0.00
H49 2.54957 1.45470 3.67702  0.00
H50 4.21419 1.81310 3.24252  0.00
H51 4.90886 -0.35305 1.26772  0.00
H52 5.09718 1.35343 0.89686  0.00
H53 4.15722 0.31530 -0.18315  0.00
H54 -0.10401 1.83874 1.22376  0.03
H55 -0.77206 4.72487 0.49853  0.00
H56 0.75436 3.90412 0.13628  0.00
H57 0.25117 4.14907 1.81062  0.00
H58 -2.76733 3.33176 1.43193  0.00
H59 -1.68528 2.92334 2.75944  0.00
H60 -2.49915 1.63664 1.87151  0.00
N5 2.04195 2.05623 -0.99451  -0.08
C40 2.90293 2.81262 -1.16464  0.05
N6 3.86256 3.67735 -1.33971  0.00
C41 3.77685 5.01505 -0.74369  0.00
C42 4.67323 5.09053 0.49249  0.00
C43 6.00680 4.34812 0.24287  0.00
C44 6.26701 4.15448 -1.25284  0.00
C45 5.17567 3.28941 -1.88834  0.00
H61 2.73916 5.23502 -0.49838  0.00
H62 4.09457 5.73399 -1.49845  0.00
H63 4.15721 4.64701 1.34670  0.00
H64 4.84824 6.14021 0.73195  0.00
H65 5.98212 3.37236 0.73050  0.00
H66 6.83408 4.90032 0.68667  0.00
H67 7.23076 3.67423 -1.41694  0.00
H68 6.30747 5.12861 -1.74287  0.00
H69 5.35157 2.23742 -1.66139  0.00
H70 5.16950 3.40497 -2.97453  0.00
Se1 2.32815 1.50996 -5.13198  0.05
C46 1.43607 0.96728 -3.75673  0.11
N7 0.82873 0.60025 -2.81265  -0.04



Density functional theory data (ωB97M-V/def2-TZVPD) for a structure of composition C2HBeO4 at a distorted geometry.

HOMO level = -17.36 eV
LUMO level = -7.43 eV
HOMO-LUMO gap = 9.928 eV
Net charge = +1

Last column: natural (NBO) charge in e.
Cartesian coordinates (Å):
O1 0.44396 -1.32620 -3.54080  -0.41
C1 0.17448 -1.10624 -2.46953  0.46
H1 0.21476 -0.07395 -0.65761  0.53
O2 0.79287 0.40303 -0.00254  -0.65
C2 0.09025 0.59553 1.08507  0.92
O3 -1.07792 1.09266 1.02581  -0.83
O4 0.36045 -0.15745 2.07521  -0.79
Be1 -0.99885 0.57261 2.48438  1.76



no.,E (eV)
1,-234683.30000
2,-10673.79651